Entry 1:
{
  "formula": "C47H40F2MnN6O2Si",
  "method": "ωB97M-V/def2-TZVPD",
  "multiplicity": 2,
  "s_squared": 0.892,
  "e_homo_ev": [-7.232, -6.925],
  "species": ["Mn", "O", "N", "O", "C", "C", "C", "C", "C", "C", "N", "C", "C", "N", "C", "C", "C", "C", "H", "H", "H", "H", "H", "H", "H", "F", "C", "C", "C", "C", "C", "F", "C", "C", "C", "C", "C", "C", "N", "H", "H", "H", "H", "H", "H", "C", "C", "C", "C", "C", "C", "Si", "C", "C", "C", "C", "C", "C", "C", "C", "C", "C", "C", "C", "H", "H", "H", "H", "H", "H", "H", "H", "H", "H", "H", "H", "H", "H", "H", "C", "C", "N", "C", "C", "N", "C", "C", "H", "H", "H", "H", "H", "H", "H", "H", "H", "H", "H", "H"],
  "xyz": [[-0.216, -0.576, 0.317], [-1.299, -2.096, 7.215], [-0.317, -1.422, 7.007], [0.433, -1.033, 7.870], [-0.020, -1.034, 5.595], [1.029, -0.229, 5.427], [1.405, 0.247, 4.130], [2.517, 1.081, 3.936], [2.792, 1.522, 2.672], [1.951, 1.134, 1.619], [0.919, 0.329, 1.767], [0.653, -0.121, 3.025], [-0.455, -1.016, 3.195], [-1.104, -1.364, 2.056], [-2.112, -2.195, 2.142], [-2.544, -2.727, 3.362], [-1.907, -2.386, 4.520], [-0.814, -1.492, 4.469], [1.595, 0.074, 6.298], [3.131, 1.354, 4.788], [3.638, 2.160, 2.454], [2.135, 1.500, 0.615], [-2.598, -2.449, 1.208], [-3.380, -3.413, 3.377], [-2.226, -2.797, 5.461], [-4.702, -2.302, -2.188], [-3.403, -2.524, -1.889], [-2.704, -1.589, -1.156], [-1.359, -1.790, -0.822], [-0.777, -3.010, -1.210], [-1.506, -3.895, -1.997], [-0.947, -5.039, -2.459], [-2.821, -3.685, -2.355], [0.563, -3.274, -0.665], [1.323, -4.434, -0.862], [2.509, -4.602, -0.176], [2.950, -3.613, 0.693], [2.174, -2.482, 0.809], [1.025, -2.309, 0.155], [-3.224, -0.688, -0.857], [-3.355, -4.400, -2.966], [0.981, -5.198, -1.539], [3.086, -5.509, -0.316], [3.868, -3.709, 1.257], [2.493, -1.656, 1.436], [0.121, 4.759, -3.750], [0.488, 3.660, -4.518], [0.607, 2.401, -3.936], [0.376, 2.193, -2.568], [0.023, 3.322, -1.822], [-0.109, 4.586, -2.393], [0.697, 0.463, -1.784], [0.665, -0.635, -3.366], [-0.552, -1.028, -3.938], [-0.614, -1.782, -5.104], [0.554, -2.174, -5.744], [1.778, -1.780, -5.219], [1.827, -1.014, -4.054], [2.603, 0.659, -1.499], [3.225, 1.913, -1.410], [4.565, 2.050, -1.047], [5.332, 0.927, -0.768], [4.754, -0.333, -0.887], [3.416, -0.457, -1.250], [0.019, 5.737, -4.204], [0.689, 3.782, -5.577], [0.883, 1.562, -4.568], [-0.140, 3.232, -0.753], [-0.390, 5.432, -1.775], [-1.480, -0.729, -3.466], [-1.579, -2.065, -5.512], [0.511, -2.773, -6.648], [2.700, -2.058, -5.720], [2.798, -0.702, -3.685], [2.650, 2.808, -1.628], [5.010, 3.038, -0.986], [6.374, 1.029, -0.483], [5.348, -1.222, -0.702], [2.998, -1.450, -1.366], [-3.137, 1.116, 1.980], [-3.957, 2.411, 2.264], [-3.450, 3.528, 1.464], [-2.045, 3.756, 1.794], [-1.230, 2.458, 1.563], [-2.083, 1.400, 0.993], [-2.744, 1.878, -0.241], [-3.532, 3.185, 0.038], [-3.773, 0.324, 1.577], [-2.668, 0.736, 2.893], [-3.896, 2.690, 3.318], [-5.010, 2.267, 2.021], [-1.976, 4.087, 2.833], [-1.677, 4.568, 1.164], [-0.836, 2.086, 2.511], [-0.383, 2.617, 0.900], [-3.427, 1.097, -0.569], [-1.993, 2.004, -1.016], [-4.583, 3.078, -0.234], [-3.124, 4.018, -0.537]],
  "forces_ev_per_a": [[-0.7, -0.3, -0.3], [-0.3, -0.2, 0.1], [0.0, 0.1, -0.4], [0.3, 0.1, 0.1], [-0.6, -0.4, 0.0], [0.7, 0.5, 0.0], [0.1, 0.0, 0.4], [0.2, 0.1, 0.1], [0.0, 0.0, 0.0], [0.1, 0.3, -0.2], [0.0, -0.3, 0.4], [0.0, 0.0, -0.3], [-0.1, 0.0, 0.1], [0.8, 0.1, 0.1], [-0.4, -0.3, 0.0], [-0.1, 0.0, -0.2], [0.1, 0.0, 0.2], [-0.2, -0.1, 0.1], [0.0, 0.0, -0.1], [0.0, 0.0, -0.1], [0.0, 0.0, 0.0], [0.0, -0.1, 0.2], [0.0, -0.1, 0.0], [0.0, 0.0, 0.0], [0.0, 0.0, 0.0], [0.0, 0.0, 0.0], [0.0, 0.1, 0.0], [0.0, 0.0, -0.1], [-0.2, 0.6, 0.1], [0.3, -0.1, 0.1], [-0.1, -0.1, -0.1], [0.0, 0.0, 0.1], [0.0, -0.1, -0.1], [0.0, -0.2, -0.1], [0.1, 0.0, 0.0], [0.0, -0.1, 0.0], [0.0, -0.1, 0.0], [0.0, 0.1, 0.1], [-0.5, 0.6, 0.2], [0.0, -0.1, -0.1], [0.0, 0.0, 0.0], [0.0, 0.0, 0.0], [0.0, 0.0, 0.0], [0.0, 0.0, 0.0], [0.0, -0.1, 0.0], [0.0, -0.1, 0.0], [0.0, 0.0, 0.1], [-0.1, 0.1, 0.0], [-0.2, 0.1, -0.1], [0.1, 0.1, 0.0], [0.0, -0.1, 0.0], [0.4, -0.2, -0.1], [0.1, -0.1, -0.1], [0.1, 0.0, 0.0], [-0.1, 0.0, 0.1], [0.1, 0.0, 0.0], [0.0, 0.1, 0.1], [-0.1, -0.1, 0.0], [0.1, 0.1, -0.1], [0.1, -0.1, 0.0], [-0.1, 0.0, 0.0], [0.0, 0.0, 0.0], [-0.1, 0.0, 0.0], [0.1, 0.1, 0.0], [0.0, 0.0, 0.0], [0.0, 0.0, 0.0], [0.0, 0.1, 0.1], [0.0, 0.0, -0.2], [0.0, 0.0, 0.0], [-0.1, 0.0, 0.1], [0.1, 0.0, 0.0], [0.0, 0.1, 0.1], [-0.1, 0.0, 0.0], [-0.1, 0.0, 0.0], [0.1, 0.0, 0.0], [0.0, 0.0, 0.0], [-0.1, 0.0, 0.0], [0.0, 0.0, 0.0], [0.0, 0.0, 0.0], [-0.1, 0.0, 0.0], [0.1, 0.0, -0.1], [0.0, 0.0, -0.1], [0.0, -0.1, 0.0], [-0.1, 0.1, 0.1], [0.2, -0.2, -0.1], [-0.1, 0.1, 0.1], [0.1, -0.1, 0.1], [0.0, 0.0, 0.0], [0.0, 0.0, 0.0], [0.0, 0.0, 0.0], [0.0, 0.0, 0.0], [0.0, 0.0, 0.0], [0.0, 0.0, 0.0], [0.0, 0.0, 0.0], [0.0, 0.0, 0.1], [0.0, 0.0, 0.0], [0.0, 0.0, 0.0], [0.0, 0.0, 0.0], [0.0, 0.0, 0.0]],
  "mulliken_spin": [1.09, 0.00, 0.00, 0.00, 0.00, 0.00, 0.00, 0.00, 0.00, 0.02, -0.04, 0.02, -0.01, -0.02, 0.00, 0.00, 0.00, 0.00, 0.00, 0.00, 0.00, 0.00, 0.00, 0.00, 0.00, 0.00, -0.01, -0.02, -0.06, 0.03, 0.00, 0.00, 0.01, -0.01, 0.00, 0.00, 0.00, 0.01, -0.01, 0.01, 0.00, 0.00, 0.00, 0.00, 0.01, 0.00, 0.00, 0.00, -0.01, 0.01, 0.00, -0.03, 0.00, -0.01, 0.00, 0.00, 0.00, -0.01, 0.02, 0.01, 0.00, 0.00, 0.00, -0.01, 0.00, 0.00, 0.00, -0.01, 0.00, 0.00, 0.00, 0.00, 0.00, 0.00, 0.00, 0.00, 0.00, 0.00, 0.01, 0.00, 0.00, 0.00, 0.00, 0.01, 0.01, 0.00, 0.00, 0.00, 0.00, 0.00, 0.00, 0.00, 0.00, 0.00, -0.01, 0.00, 0.00, 0.00, 0.00]
}

***

Entry 2:
{
  "formula": "C47H40N2NaO2P2S2",
  "method": "ωB97M-V/def2-TZVPD",
  "e_homo_ev": -3.382,
  "total_charge": -1,
  "species": ["Na", "C", "C", "C", "C", "C", "C", "C", "C", "P", "C", "C", "C", "C", "C", "C", "C", "C", "C", "C", "C", "C", "C", "O", "C", "C", "C", "C", "C", "C", "P", "C", "C", "C", "C", "C", "C", "C", "C", "C", "C", "C", "C", "H", "H", "H", "H", "H", "H", "H", "H", "H", "H", "H", "H", "H", "H", "H", "H", "H", "H", "H", "H", "H", "H", "H", "H", "H", "H", "H", "H", "H", "H", "H", "H", "S", "C", "C", "N", "C", "S", "C", "N", "C", "C", "C", "O", "C", "H", "H", "H", "H", "H", "H", "H", "H"],
  "xyz": [[-1.388, 1.856, 1.747], [2.126, -5.188, -2.978], [2.581, -3.888, -2.294], [4.097, -3.702, -2.499], [2.291, -3.960, -0.804], [2.681, -5.067, -0.052], [2.442, -5.134, 1.306], [1.814, -4.080, 1.954], [1.425, -2.950, 1.253], [0.648, -1.456, 2.021], [0.867, -1.901, 3.785], [2.041, -1.434, 4.374], [2.327, -1.715, 5.700], [1.431, -2.453, 6.460], [0.262, -2.925, 5.882], [-0.017, -2.658, 4.549], [-1.128, -1.814, 1.707], [-2.084, -1.173, 2.499], [-3.439, -1.319, 2.234], [-3.859, -2.100, 1.166], [-2.917, -2.728, 0.364], [-1.562, -2.585, 0.630], [1.677, -2.917, -0.125], [1.231, -1.786, -0.768], [1.214, -1.746, -2.134], [0.528, -0.656, -2.691], [0.491, -0.553, -4.073], [1.136, -1.486, -4.874], [1.806, -2.543, -4.295], [1.846, -2.709, -2.911], [-0.254, 0.565, -1.537], [1.215, 1.591, -1.118], [1.220, 2.292, 0.088], [2.295, 3.090, 0.450], [3.400, 3.183, -0.382], [3.422, 2.474, -1.575], [2.340, 1.686, -1.939], [-1.099, 1.586, -2.809], [-0.500, 2.606, -3.542], [-1.203, 3.250, -4.551], [-2.509, 2.878, -4.841], [-3.119, 1.871, -4.106], [-2.418, 1.236, -3.091], [2.637, -6.053, -2.556], [2.345, -5.167, -4.045], [1.051, -5.328, -2.850], [4.644, -4.542, -2.066], [4.434, -2.787, -2.011], [4.339, -3.638, -3.561], [3.179, -5.895, -0.540], [2.746, -6.011, 1.865], [1.636, -4.129, 3.021], [2.718, -0.823, 3.788], [3.235, -1.333, 6.150], [1.630, -2.638, 7.508], [-0.442, -3.498, 6.473], [-0.933, -3.030, 4.107], [-1.761, -0.548, 3.327], [-4.161, -0.816, 2.864], [-4.916, -2.219, 0.961], [-3.236, -3.333, -0.476], [-0.845, -3.080, -0.013], [-0.042, 0.270, -4.534], [1.113, -1.382, -5.951], [2.313, -3.257, -4.932], [0.409, 2.227, 0.801], [2.266, 3.614, 1.397], [4.246, 3.795, -0.096], [4.287, 2.528, -2.226], [2.370, 1.144, -2.877], [0.520, 2.898, -3.324], [-0.732, 4.046, -5.115], [-3.054, 3.381, -5.631], [-4.143, 1.588, -4.318], [-2.894, 0.456, -2.506], [0.023, 2.025, 3.957], [-1.052, 2.979, 4.948], [-0.734, 2.948, 6.349], [-0.448, 2.896, 7.465], [-2.122, 3.719, 4.531], [-2.701, 3.885, 2.899], [-2.874, 4.448, 5.515], [-3.500, 5.044, 6.278], [-2.270, 5.432, -1.595], [-3.653, 4.751, -1.517], [-3.488, 3.771, -0.357], [-2.112, 3.394, -0.406], [-1.397, 4.603, -0.639], [-2.310, 6.473, -1.276], [-1.881, 5.404, -2.613], [-3.863, 4.209, -2.438], [-4.465, 5.454, -1.334], [-4.090, 2.867, -0.446], [-3.705, 4.256, 0.598], [-0.421, 4.341, -1.048], [-1.256, 5.123, 0.315]],
  "forces_ev_per_a": [[-0.5, 0.2, 0.0], [0.0, 0.0, 0.0], [0.0, 0.0, 0.0], [0.0, 0.0, 0.0], [0.0, 0.0, 0.0], [0.0, 0.0, 0.0], [0.0, -0.1, 0.0], [0.1, 0.1, 0.0], [-0.1, 0.1, -0.2], [0.0, -0.1, 0.1], [0.0, 0.1, 0.0], [-0.1, 0.1, 0.0], [0.0, 0.0, 0.0], [0.0, 0.0, 0.0], [0.0, 0.0, 0.0], [0.0, 0.0, 0.0], [0.0, 0.0, -0.1], [0.0, 0.1, 0.0], [0.0, 0.0, 0.0], [0.0, 0.0, 0.0], [0.0, 0.0, 0.0], [-0.1, 0.0, 0.0], [-0.1, -0.1, 0.0], [0.1, 0.0, 0.1], [0.0, 0.0, -0.1], [0.1, -0.1, 0.2], [0.0, 0.0, 0.0], [0.0, 0.0, -0.1], [0.0, 0.0, 0.0], [0.0, 0.0, 0.0], [0.1, 0.1, 0.0], [0.0, -0.1, 0.1], [0.1, 0.0, 0.0], [0.1, 0.0, 0.1], [0.0, 0.0, 0.0], [0.0, 0.0, 0.0], [0.0, 0.1, 0.0], [0.0, 0.0, 0.1], [0.0, 0.0, 0.1], [0.0, 0.0, 0.0], [0.0, 0.0, 0.0], [0.0, 0.0, 0.0], [0.0, 0.0, 0.0], [0.0, 0.0, 0.0], [0.0, 0.0, 0.0], [0.0, 0.0, 0.0], [0.0, 0.0, 0.0], [0.0, 0.0, 0.0], [0.0, 0.0, 0.0], [0.0, 0.0, 0.0], [0.0, 0.0, 0.0], [0.0, 0.0, 0.0], [0.0, 0.0, 0.0], [0.0, 0.0, 0.0], [0.0, 0.0, 0.0], [0.0, 0.0, 0.0], [0.0, 0.0, 0.0], [0.0, 0.0, 0.1], [0.0, 0.0, 0.0], [0.0, 0.0, 0.0], [0.0, 0.0, 0.0], [0.0, 0.0, 0.0], [0.0, -0.1, 0.0], [0.0, 0.0, 0.0], [0.0, 0.0, 0.0], [0.2, 0.0, -0.3], [0.0, 0.0, 0.0], [0.0, 0.0, 0.0], [0.0, 0.0, 0.0], [0.0, 0.0, 0.0], [0.0, 0.0, 0.0], [0.0, 0.0, 0.0], [0.0, 0.0, 0.0], [0.0, 0.0, 0.0], [0.0, 0.0, 0.0], [0.2, -0.2, -0.1], [0.0, 0.0, -0.1], [0.0, 0.0, 0.1], [0.0, 0.0, 0.0], [0.0, 0.0, 0.0], [-0.1, -0.1, 0.0], [0.0, 0.0, 0.1], [0.0, 0.0, 0.0], [0.0, 0.0, 0.0], [0.0, -0.1, 0.0], [0.0, 0.1, -0.1], [0.1, -0.3, 0.1], [0.0, 0.1, 0.1], [0.0, 0.0, 0.0], [0.0, 0.0, 0.0], [0.0, 0.0, 0.0], [0.0, 0.0, 0.0], [0.0, 0.0, 0.0], [0.0, 0.0, 0.0], [0.0, 0.0, 0.0], [0.0, 0.0, 0.0]],
  "mulliken_charge": [0.40, -1.83, 1.75, -1.67, 0.86, -0.33, -1.73, -0.53, 0.44, 1.08, -0.06, -0.30, -0.73, -0.46, -0.74, 0.14, 0.67, -0.70, -0.67, -0.69, -0.52, -0.38, -0.92, -0.48, -0.53, 0.35, -0.28, -1.73, -0.54, 0.77, 0.17, 1.04, 0.07, -0.95, -0.69, -0.61, -0.18, 0.80, 0.11, -0.79, -0.59, -0.79, -0.57, 0.40, 0.43, 0.39, 0.40, 0.36, 0.41, 0.33, 0.38, 0.46, 0.38, 0.39, 0.37, 0.41, 0.41, 0.69, 0.49, 0.37, 0.42, 0.38, 0.50, 0.41, 0.33, -0.22, 0.54, 0.38, 0.40, 0.47, 0.22, 0.42, 0.33, 0.35, 0.52, -0.22, 0.41, -0.21, -0.60, 0.44, -0.51, -0.18, -0.60, -0.71, -0.35, -0.69, 0.11, -0.34, 0.35, 0.20, 0.03, 0.44, 0.40, 0.25, 0.14, 0.43]
}